w) Formula: C4H4FN
Source: the Open Molecules 2025 dataset
Level of theory: ωB97M-V with the def2-TZVPD basis set

Computed properties:
HOMO level (alpha / beta): -9.90 / -10.41 eV
Kohn-Sham gap (alpha / beta): 8.8 / 8.9 eV

CARTESIAN COORDINATES (ANGSTROEM)
C 1.77179 0.49782 0.26200
C -0.80103 0.09833 -0.04737
C 1.63682 -0.76974 -0.20144
C -2.09088 0.02803 -0.17210
N 1.88026 1.55231 0.72375
F -2.80535 0.90832 0.58245
H -0.27826 0.70920 0.68070
H 1.34671 -1.57122 0.42086
H 1.84478 -0.83287 -1.32203
H -2.50485 -0.62017 -0.92681

=====

x) Formula: C4H4FN
Source: the Open Molecules 2025 dataset
Level of theory: ωB97M-V with the def2-TZVPD basis set

Computed properties:
SMILES string: C=C(C#N)CF
HOMO level: -10.84 eV
Kohn-Sham gap: 11.5 eV

CARTESIAN COORDINATES (ANGSTROEM)
C 0.95994 -0.77752 0.17428
C -0.09423 0.27728 0.08479
C 0.03591 1.53958 0.02474
C -1.48328 -0.18910 -0.06382
H 1.04886 -1.15204 1.22212
H 0.67806 -1.63696 -0.45270
H 1.02518 1.91774 0.21205
H -0.75949 2.30132 -0.05576
N -2.54440 -0.57063 -0.06257
F 2.14535 -0.28190 -0.20085

=====

Least stable = w)

=====

w) Formula: CH14NO4
Source: the Open Molecules 2025 dataset
Level of theory: ωB97M-V with the def2-TZVPD basis set

Computed properties:
charge: +1
HOMO level: -14.66 eV
Kohn-Sham gap: 11.9 eV

CARTESIAN COORDINATES (ANGSTROEM)
C -0.26476 0.77307 -0.59213
N 0.18960 0.50097 0.79845
H 0.53321 0.69674 -1.33387
H -0.61081 1.77671 -0.81018
H -0.90661 -0.03286 -0.92034
H 1.01120 -0.08161 0.70875
H 0.57554 1.36679 1.22567
H -0.66127 0.24379 1.31502
H 2.43081 -3.27557 0.35830
H 1.70271 -3.39611 1.68583
O 1.65885 -2.94215 0.84502
H 0.71253 -0.19360 -3.91584
H -0.18489 -1.34701 -3.53809
O 0.57840 -0.82925 -3.21906
H -2.74510 -1.20910 0.15518
H -2.66398 -1.61988 1.71556
O -2.34788 -1.04867 1.00762
H 0.99661 3.66676 1.14935
H -0.36004 3.77384 1.73318
O 0.35586 3.17714 1.63158

=====

x) Formula: CH14NO4
Source: the Open Molecules 2025 dataset
Level of theory: ωB97M-V with the def2-TZVPD basis set

Computed properties:
charge: +1
HOMO level: -14.89 eV
Kohn-Sham gap: 12.1 eV

CARTESIAN COORDINATES (ANGSTROEM)
C 1.39258 -0.70359 1.78546
N 1.47230 0.48586 0.86204
H 0.72031 -1.34487 1.25167
H 0.96633 -0.37312 2.72514
H 2.35997 -1.17105 1.81611
H 2.25586 1.11732 1.05560
H 1.56002 0.09525 -0.09845
H 0.65647 1.10724 0.88561
H -1.71793 1.60936 0.82306
H -1.03344 2.65142 -0.13906
O -0.98032 1.76002 0.22150
H -0.20508 -0.95319 -4.69723
H -1.17702 -1.88588 -3.94857
O -0.60415 -1.12092 -3.83789
H 0.07210 -0.28524 -2.37183
H -0.08183 0.73176 -1.22053
O 0.51614 0.05025 -1.56871
H -2.30941 -1.04261 1.58323
H -1.87958 -0.50361 2.89545
O -1.98331 -0.22443 1.97740

=====

Least stable = w)

=====

w) Formula: C13H32GaIO2P2Si
Source: the Open Molecules 2025 dataset
Level of theory: ωB97M-V with the def2-TZVPD basis set

Computed properties:
charge: +2
HOMO level (alpha / beta): -15.09 / -15.11 eV
Kohn-Sham gap (alpha / beta): 4.8 / 4.8 eV

CARTESIAN COORDINATES (ANGSTROEM)
C 0.47072 1.94336 -1.53640
C 0.29047 1.44286 -0.13925
H 1.50653 2.27028 -1.68151
H -0.20355 2.80067 -1.68060
H 0.21197 1.17584 -2.28049
O 1.05136 1.72545 0.81316
I -0.59163 -3.45781 0.32593
Ga -0.09138 -1.02777 0.21905
P 2.08362 -1.16501 -0.92831
C 3.35990 0.12307 -0.73596
C 2.97675 -2.69834 -0.51590
H 3.57793 -3.00585 -1.38249
H 2.51157 -2.01271 -3.14029
H 2.25875 -3.48790 -0.26322
H 0.77543 -1.62994 -2.92577
H 4.24666 -0.31733 -0.26299
H 3.63494 -2.51741 0.34390
C 1.79897 -1.28572 -2.72745
H 3.63578 0.51892 -1.72100
H 1.95408 -0.30814 -3.20472
H 2.98381 0.93804 -0.10756
P -2.29357 -1.12865 -1.45801
C -3.74438 -1.33278 -0.36165
C -2.85283 0.24052 -2.53093
H -1.72264 -2.50160 -3.38037
H -3.48251 -2.52043 -3.03475
H -2.34986 -3.49825 -2.03596
C -2.47926 -2.55997 -2.58830
H -2.21482 0.28826 -3.42329
H -3.89170 0.04512 -2.82816
H -4.65025 -1.35464 -0.98296
H -3.78594 -0.48234 0.33119
H -2.79585 1.19056 -1.98723
H -3.65433 -2.26415 0.20884
C -1.04002 0.78797 0.16701
O -2.05471 1.32957 0.54986
C 2.65489 0.79007 3.03616
Si 0.81742 0.47328 3.27988
C 0.58185 -0.08070 5.08823
C -0.21474 2.04911 3.26471
C 0.26241 -1.00090 2.23845
H 2.83603 1.85365 2.83619
H 3.07757 0.20810 2.20802
H 3.19455 0.51510 3.95401
H 1.54696 -0.10854 5.61318
H -0.08295 0.61241 5.62363
H 0.13495 -1.08254 5.12214
H 0.41650 2.90955 3.01260
H -1.04573 2.01583 2.55121
H -0.63266 2.21363 4.26787
H 0.99222 -1.81950 2.40413
H -0.68238 -1.38700 2.67106

=====

x) Formula: C13H32GaIO2P2Si
Source: the Open Molecules 2025 dataset
Level of theory: ωB97M-V with the def2-TZVPD basis set

Computed properties:
charge: +2
HOMO level: -14.79 eV
Kohn-Sham gap: 7.0 eV

CARTESIAN COORDINATES (ANGSTROEM)
C -0.17560 0.15190 -6.53365
C -0.17308 0.60305 -5.05063
H -0.16682 1.11364 -7.12188
H -1.04532 -0.49815 -6.83807
H 0.68933 -0.50486 -6.83463
O -0.14326 1.72899 -4.60930
I -0.22208 -1.10449 -3.48829
Ga -0.01763 -0.37117 -0.58674
P 2.38971 0.15924 -0.53155
C 3.10954 1.49067 0.50664
C 3.12465 -1.40880 0.05475
H 4.19227 -1.46938 -0.20847
H 4.03687 0.46250 -2.36393
H 2.59660 -2.25607 -0.40517
H 2.47155 -0.28364 -2.88624
H 2.84097 1.34031 1.56817
H 2.99824 -1.49056 1.14493
C 2.93989 0.47256 -2.23692
H 4.21498 1.51939 0.39515
H 2.55464 1.45574 -2.54031
H 2.71871 2.48284 0.21580
P -2.51545 0.21709 -0.44622
C -3.32221 1.55800 0.51959
C -3.25154 0.49896 -2.11171
H -2.85359 -2.19394 -0.26266
H -4.40391 -1.28444 -0.30522
H -3.42163 -1.34558 1.20928
C -3.38329 -1.30425 0.10997
H -2.85273 -0.26330 -2.80609
H -4.36125 0.46037 -2.07721
H -4.41486 1.51406 0.34961
H -2.95487 2.54104 0.17841
H -2.92843 1.49430 -2.45430
H -3.10440 1.45004 1.59595
C -0.06261 1.60709 0.14898
O 0.04042 2.72825 0.45023
C 2.21024 -0.72609 3.52263
Si 0.38510 -0.66690 3.15570
C -0.44514 -1.83834 4.37453
C -0.40056 1.02177 3.52418
C -0.17543 -1.20236 1.33512
H 2.33744 -0.45344 4.58319
H 2.81885 -0.04242 2.93127
H 2.60746 -1.74127 3.41306
H -0.15083 -1.48266 5.37590
H -1.54412 -1.81367 4.30939
H -0.10812 -2.87923 4.25983
H 0.12959 1.85304 3.02954
H -1.47290 1.04745 3.24444
H -0.32652 1.15433 4.61944
H 0.27030 -2.18694 1.02301
H -1.27920 -1.31468 1.55049

=====

Least stable = w)

=====

w) Formula: C2H9NOSi2
Source: the Open Molecules 2025 dataset
Level of theory: ωB97M-V with the def2-TZVPD basis set

Computed properties:
HOMO level: -8.84 eV
Kohn-Sham gap: 9.4 eV

CARTESIAN COORDINATES (ANGSTROEM)
C 0.77728 -0.25553 1.20822
C 0.32460 1.00181 1.72339
N -0.03925 -0.41958 -0.56520
O 1.46518 -1.09296 1.59572
Si 1.02438 0.15991 -1.74625
Si -1.55926 -1.15172 -0.44508
H -0.62112 0.98955 2.25747
H 1.06131 1.38644 2.45324
H 0.11164 1.58537 0.74381
H 1.34982 -0.65418 -2.85322
H 0.00224 1.34594 -2.24498
H 2.05488 1.05018 -1.05913
H -1.61322 -1.89915 -1.64693
H -1.52699 -1.72061 0.89158
H -2.81149 -0.32547 -0.31264

=====

x) Formula: C2H9NOSi2
Source: the Open Molecules 2025 dataset
Level of theory: ωB97M-V with the def2-TZVPD basis set

Computed properties:
SMILES string: CC(=O)N([SiH3])[SiH3]
HOMO level: -9.90 eV
Kohn-Sham gap: 10.6 eV

CARTESIAN COORDINATES (ANGSTROEM)
C -0.63474 -0.88272 -0.16013
C -1.23525 -1.49425 1.07996
N 0.45581 0.16495 -0.16757
O -0.90234 -1.30780 -1.23832
Si 0.82743 1.29822 1.05653
Si 0.56853 0.50044 -1.94072
H -1.67788 -2.43127 0.80492
H -0.57880 -1.49104 1.90409
H -1.98561 -0.72125 1.23843
H -0.40740 0.91051 1.92142
H 2.29415 1.11778 1.70154
H 0.87869 2.71218 0.59465
H 1.10618 -0.76337 -2.28261
H -0.50191 0.96513 -2.80192
H 1.79315 1.42249 -1.71026

=====

Least stable = w)

=====

w) Formula: C5H5ClN2S
Source: the Open Molecules 2025 dataset
Level of theory: ωB97M-V with the def2-TZVPD basis set

Computed properties:
SMILES string: [H]/N=C(/C)[C@H](C#N)C(=S)Cl
HOMO level: -9.99 eV
Kohn-Sham gap: 8.6 eV

CARTESIAN COORDINATES (ANGSTROEM)
C -1.91895 1.87437 -0.02244
C -0.86583 -0.16736 -0.18431
C -0.46790 1.60784 -1.97927
C 0.33007 -0.95349 -0.57409
C -0.69793 1.29574 -0.51812
N -2.90367 2.46190 0.16763
N -1.88642 -0.75349 0.33011
S 0.93932 2.21638 -2.49332
Cl -1.72792 0.94613 -2.97579
H 0.30309 -1.40717 -1.59199
H 1.12314 -0.31634 -0.41391
H 0.39373 -1.76709 0.11521
H 0.10984 1.98133 0.01345
H -2.70259 -0.24616 0.40983

=====

x) Formula: C5H5ClN2S
Source: the Open Molecules 2025 dataset
Level of theory: ωB97M-V with the def2-TZVPD basis set

Computed properties:
SMILES string: C=C(SCl)n1ccnc1
HOMO level (alpha / beta): -9.11 / -9.11 eV
Kohn-Sham gap (alpha / beta): 8.2 / 8.2 eV

CARTESIAN COORDINATES (ANGSTROEM)
C 0.65967 -1.08627 1.91613
C 0.06644 -1.30077 0.67284
C 0.45252 0.86305 0.99519
C 0.50185 1.06330 -1.93363
C -0.36103 0.16215 -1.16736
N 0.94330 0.27968 2.04964
N -0.05028 -0.01295 0.14770
S -1.74135 -0.66101 -1.74110
Cl -3.07646 -0.10596 -0.23993
H 0.82506 -1.91503 2.69986
H -0.43688 -2.16613 0.12458
H 0.60903 1.95067 0.85432
H 0.32946 1.34044 -2.96739
H 1.27867 1.58883 -1.41085

=====

Least stable = w)